(1)
Entry from OMol25: a 2-piece molecular cluster, C14H16O overall (ωB97M-V/def2-TZVPD).

Output
SMILES   Cc1ccc(O)cc1.Cc1ccccc1
Frontier orbital gap   9.2 eV

```
! wB97M-V def2-TZVPD RIJCOSX def2/J DEFGRID3
* xyz 0 1
C 0.77 -2.18 -0.88
C -0.63 -1.91 -1.36
C -0.80 -0.96 -2.40
C -2.04 -0.64 -2.87
C -3.15 -1.27 -2.27
O -4.36 -0.72 -2.65
C -3.03 -2.25 -1.32
C -1.73 -2.55 -0.86
H 0.98 -1.48 -0.09
H 1.59 -2.21 -1.58
H 0.81 -3.18 -0.42
H 0.13 -0.55 -2.78
H -2.20 -0.06 -3.77
H -5.10 -1.25 -2.34
H -3.88 -2.81 -0.95
H -1.63 -3.24 -0.04
C 3.15 2.65 0.46
C 2.08 2.07 1.36
C 1.50 2.91 2.30
C 0.58 2.37 3.21
C 0.18 1.07 3.08
C 0.74 0.24 2.11
C 1.74 0.72 1.28
H 2.82 3.60 0.06
H 3.28 2.01 -0.43
H 4.18 2.65 0.82
H 1.80 3.95 2.26
H 0.18 3.09 3.92
H -0.50 0.60 3.79
H 0.38 -0.75 1.85
H 2.15 0.08 0.52
*
```


(2)
Entry from OMol25: a 6-piece molecular cluster, C18H18Cl9N3 overall (ωB97M-V/def2-TZVPD).

Output
Frontier orbital gap (spin up / spin down)   8.5 / 2.4 eV

```
! wB97M-V def2-TZVPD RIJCOSX def2/J DEFGRID3
* xyz 1 2
N 1.21 3.56 -3.54
C 1.70 2.37 -3.31
C 0.96 1.22 -3.36
C -0.39 1.20 -3.85
C -0.93 2.53 -4.15
C -0.08 3.66 -3.95
H 2.76 2.36 -3.11
H 1.44 0.30 -3.08
H -0.81 0.21 -3.93
H -1.93 2.59 -4.54
H -0.54 4.60 -4.23
N -3.89 1.60 -0.22
C -3.29 1.07 -1.32
C -3.94 0.73 -2.44
C -5.31 1.09 -2.51
C -6.00 1.65 -1.40
C -5.23 1.87 -0.26
H -2.23 0.97 -1.15
H -3.45 0.36 -3.33
H -5.85 1.00 -3.44
H -7.05 1.90 -1.36
H -5.65 2.41 0.58
N 1.91 -0.49 2.05
C 2.79 -1.09 2.89
C 3.70 -0.41 3.72
C 3.76 0.97 3.57
C 2.87 1.59 2.68
C 1.99 0.89 1.91
H 2.64 -2.16 2.97
H 4.34 -1.06 4.31
H 4.59 1.41 4.11
H 3.09 2.62 2.43
H 1.45 1.40 1.13
C -0.36 -2.38 -0.01
Cl -0.78 -4.05 -0.29
Cl -1.86 -1.44 0.47
Cl 0.34 -1.67 -1.50
H 0.30 -2.32 0.86
C 3.56 -3.12 -0.07
Cl 3.84 -3.63 -1.74
Cl 5.01 -2.87 0.87
Cl 2.56 -4.29 0.79
H 3.02 -2.18 -0.04
C -0.07 -2.85 5.46
Cl -0.52 -2.61 3.71
Cl 1.66 -3.25 5.58
Cl -0.98 -4.30 6.04
H -0.34 -1.94 6.00
*
```


(3)
Entry from OMol25: C2H3NP2 as an isolated structure (ωB97M-V/def2-TZVPD).

Output
Frontier orbital gap   7.9 eV

```
! wB97M-V def2-TZVPD RIJCOSX def2/J DEFGRID3
* xyz 0 1
C 0.62 -0.06 -0.14
C -0.07 -1.21 -0.16
N 0.06 1.15 -0.01
P -2.23 -0.82 0.03
P -1.54 1.11 -0.09
H 1.71 -0.06 -0.22
H 0.26 -2.23 -0.25
H -1.90 2.30 0.50
*
```


(4)
Entry from OMol25: an isolated molecule of C8H8Cl2O2S (ωB97M-V/def2-TZVPD).

Output
SMILES   C[S@]1(=O)=C2C=CCC(Cl)=C2[C@@H](Cl)O1
Frontier orbital gap   6.9 eV

```
! wB97M-V def2-TZVPD RIJCOSX def2/J DEFGRID3
* xyz 0 1
C -2.10 -1.48 -0.12
S -0.32 -2.00 0.06
O 0.07 -3.30 0.49
C 0.88 -0.72 0.26
C 0.65 0.26 1.27
C 1.24 1.44 1.12
C 1.96 1.87 -0.10
C 1.65 1.00 -1.30
Cl 1.89 1.67 -2.89
C 1.15 -0.22 -1.10
C 0.63 -1.16 -2.17
Cl 2.06 -2.00 -2.87
O -0.22 -2.10 -1.66
H -2.60 -1.30 0.79
H -2.59 -2.13 -0.88
H -1.98 -0.43 -0.44
H 0.39 -0.01 2.33
H 1.29 2.21 1.91
H 1.59 2.82 -0.36
H 2.96 1.81 0.04
H 0.26 -0.60 -2.96
*
```


(5)
Entry from OMol25: C31H24F12InN3O3 as an isolated structure (ωB97M-V/def2-TZVPD).

Output
Frontier orbital gap   7.1 eV

```
! wB97M-V def2-TZVPD RIJCOSX def2/J DEFGRID3
* xyz 0 1
In 0.37 -0.26 -0.20
C 5.12 -0.54 4.46
C 3.77 -0.57 3.78
C 2.90 -1.63 3.98
C 1.68 -1.68 3.34
C 1.28 -0.66 2.46
N 0.10 -0.80 1.74
C -1.02 -1.48 2.18
C -1.38 -1.37 3.53
C -2.49 -2.00 4.05
C -3.32 -2.76 3.23
C -4.53 -3.47 3.78
C -3.01 -2.83 1.89
C -1.88 -2.22 1.33
C -1.68 -2.44 -0.19
O -0.65 -1.80 -0.87
C -1.36 -3.94 -0.43
F -1.18 -4.22 -1.74
F -0.20 -4.24 0.20
F -2.29 -4.80 0.01
C -2.96 -2.00 -0.97
F -2.78 -2.08 -2.30
F -3.19 -0.70 -0.67
F -4.08 -2.68 -0.70
C 2.15 0.44 2.24
C 3.38 0.45 2.92
C 1.75 1.69 1.40
O 1.13 1.52 0.16
C 2.99 2.55 1.03
F 3.55 3.20 2.07
F 2.69 3.48 0.12
F 3.95 1.76 0.48
C 0.81 2.57 2.29
F 0.70 3.82 1.82
F 1.22 2.65 3.56
F -0.43 2.05 2.30
H 5.07 -1.08 5.40
H 5.44 0.48 4.66
H 5.88 -1.01 3.84
H 3.19 -2.44 4.64
H 1.02 -2.52 3.48
H -0.76 -0.75 4.17
H -2.73 -1.89 5.10
H -4.51 -3.49 4.87
H -4.57 -4.50 3.42
H -5.46 -2.98 3.48
H -3.67 -3.41 1.26
H 4.06 1.27 2.81
C 3.31 -5.24 -2.59
N 2.89 -3.87 -2.83
N 3.03 -2.93 -1.83
C 2.10 -1.94 -2.01
O 2.09 -0.92 -1.26
C 1.32 -2.32 -3.13
C 1.81 -3.51 -3.57
C 1.31 -4.38 -4.67
C 4.25 -2.75 -1.11
C 5.47 -2.96 -1.75
C 6.65 -2.73 -1.05
C 6.61 -2.27 0.26
C 5.38 -2.05 0.87
C 4.20 -2.31 0.20
H 4.21 -5.24 -2.00
H 3.51 -5.72 -3.54
H 2.53 -5.79 -2.06
H 0.47 -1.78 -3.51
H 0.45 -3.91 -5.13
H 0.99 -5.36 -4.29
H 2.08 -4.54 -5.42
H 5.51 -3.28 -2.78
H 7.60 -2.89 -1.54
H 7.53 -2.07 0.79
H 5.34 -1.68 1.89
H 3.25 -2.16 0.69
*
```


(6)
Entry from OMol25: C4H9P as an isolated structure (ωB97M-V/def2-TZVPD).

Output
Frontier orbital gap   8.7 eV

```
! wB97M-V def2-TZVPD RIJCOSX def2/J DEFGRID3
* xyz 0 1
C -0.28 0.79 -0.09
C -0.12 -0.56 -0.62
C -1.64 1.40 0.20
C -0.01 -1.92 -0.08
P 0.33 0.57 -1.81
H 0.46 1.01 0.81
H 2.64 -0.18 0.48
H -1.54 2.47 0.74
H -2.12 0.94 1.09
H -2.27 1.59 -0.72
H 0.96 -2.20 0.32
H -0.29 -2.70 -0.84
H -0.73 -1.95 0.73
H 3.44 0.01 0.47
*
```


(7)
Entry from OMol25: C23H46O23Rb2 as an isolated structure (ωB97M-V/def2-TZVPD).

Output
Frontier orbital gap   5.4 eV

```
! wB97M-V def2-TZVPD RIJCOSX def2/J DEFGRID3
* xyz 0 1
Rb 0.82 2.10 4.52
Rb -2.83 -1.46 3.21
O -0.79 -2.34 1.42
C 0.09 -1.29 1.14
C -0.27 0.17 1.47
O -0.73 0.50 2.74
H 0.39 -1.36 0.07
H 1.00 -1.60 1.71
H -0.99 0.61 0.75
H 0.65 0.77 1.21
C -1.33 -3.80 -1.74
O -1.46 -2.94 -2.87
C -2.67 -2.88 -3.41
O -3.70 -3.19 -2.88
O -2.54 -2.36 -4.62
C -3.70 -2.38 -5.44
H -1.78 -4.78 -1.90
H -1.82 -3.42 -0.84
H -0.29 -3.89 -1.48
H -3.72 -3.28 -6.04
H -3.76 -1.46 -6.01
H -4.61 -2.41 -4.83
C 1.27 -5.00 0.95
O 1.92 -6.18 0.49
C 1.37 -6.75 -0.58
O 0.30 -6.50 -1.05
O 2.20 -7.69 -1.04
C 1.65 -8.50 -2.08
H 0.28 -5.18 1.37
H 1.30 -4.14 0.28
H 1.87 -4.67 1.80
H 2.43 -9.21 -2.32
H 1.37 -7.89 -2.93
H 0.76 -9.04 -1.74
C 4.93 -0.80 7.22
O 3.99 -1.71 6.68
C 3.03 -1.16 5.95
O 2.88 0.03 5.80
O 2.33 -2.11 5.38
C 1.10 -1.66 4.74
H 4.43 -0.06 7.85
H 5.46 -0.27 6.42
H 5.63 -1.35 7.83
H 0.50 -1.09 5.44
H 0.59 -2.58 4.47
H 1.33 -1.13 3.83
C -0.34 3.62 0.62
O -0.90 4.77 1.24
C -0.47 5.94 0.79
O 0.26 6.14 -0.14
O -0.99 6.88 1.56
C -0.70 8.24 1.18
H -1.06 3.18 -0.08
H -0.17 2.84 1.36
H 0.56 3.82 0.05
H 0.37 8.44 1.32
H -1.28 8.84 1.88
H -0.96 8.44 0.15
C 3.25 3.90 1.31
O 3.50 2.60 0.75
C 3.49 1.60 1.63
O 3.34 1.73 2.82
O 3.73 0.48 0.98
C 3.77 -0.72 1.72
H 4.01 4.18 2.04
H 2.23 3.95 1.69
H 3.34 4.60 0.48
H 3.36 -1.53 1.11
H 3.15 -0.68 2.62
H 4.80 -0.99 1.97
C -3.13 0.39 -1.21
O -4.06 1.48 -1.17
C -4.53 1.94 -2.32
O -4.33 1.49 -3.42
O -5.33 2.96 -2.03
C -5.91 3.62 -3.16
H -3.41 -0.40 -1.89
H -3.12 0.02 -0.19
H -2.14 0.77 -1.45
H -6.52 2.92 -3.74
H -5.15 4.02 -3.81
H -6.55 4.38 -2.74
C -1.10 3.34 -5.02
O -0.30 2.19 -4.79
C -0.14 1.81 -3.53
O -0.56 2.38 -2.55
O 0.63 0.73 -3.54
C 1.01 0.14 -2.29
H -0.65 3.89 -5.84
H -1.14 3.97 -4.14
H -2.11 3.04 -5.28
H 1.91 0.64 -1.95
H 1.15 -0.92 -2.45
H 0.24 0.29 -1.53
*
```


(8)
Entry from OMol25: a 7-piece molecular cluster, C21H42NO18S3 overall (ωB97M-V/def2-TZVPD).

Output
Frontier orbital gap   7.8 eV

```
! wB97M-V def2-TZVPD RIJCOSX def2/J DEFGRID3
* xyz -1 1
N -0.01 1.19 0.38
O -0.56 0.84 -0.72
O -0.41 2.16 1.03
O 0.97 0.50 0.82
O 1.58 2.71 3.60
C 2.19 1.71 3.76
O 3.56 1.71 3.94
C 4.01 0.42 4.37
C 2.78 -0.39 4.73
C 1.67 0.31 3.94
H 4.72 0.56 5.18
H 4.57 -0.01 3.53
H 2.58 -0.40 5.80
H 2.92 -1.43 4.44
H 0.70 0.40 4.41
H 1.59 -0.17 2.96
O 1.21 4.67 1.18
C 2.22 4.54 0.59
O 2.93 5.59 0.04
C 4.09 5.13 -0.65
C 4.00 3.60 -0.72
C 3.00 3.25 0.37
H 4.98 5.46 -0.11
H 4.08 5.59 -1.64
H 4.96 3.10 -0.53
H 3.66 3.25 -1.69
H 3.47 3.09 1.35
H 2.30 2.44 0.16
O -0.01 -3.81 -1.34
C 0.86 -3.19 -1.87
O 0.81 -2.99 -3.18
C 1.95 -2.22 -3.63
C 2.78 -1.83 -2.39
C 2.11 -2.61 -1.25
H 1.64 -1.35 -4.21
H 2.52 -2.88 -4.29
H 2.77 -0.76 -2.19
H 3.83 -2.11 -2.51
H 1.78 -1.90 -0.48
H 2.71 -3.41 -0.84
O 0.14 -3.33 4.44
S 0.35 -3.39 3.04
O 1.67 -3.27 2.51
O -0.26 -4.79 2.63
C -0.11 -5.31 1.29
C -0.04 -6.82 1.38
C -0.71 -2.25 2.25
H 0.82 -4.99 0.82
H -0.92 -4.98 0.65
H 0.65 -7.12 2.16
H 0.31 -7.21 0.43
H -1.02 -7.27 1.55
H -1.74 -2.52 2.44
H -0.50 -2.29 1.18
H -0.50 -1.24 2.58
O -5.55 -1.24 -2.48
S -4.52 -1.82 -1.70
O -4.74 -2.13 -0.33
O -4.15 -3.17 -2.48
C -3.06 -3.95 -1.89
C -3.42 -5.42 -1.94
C -3.05 -0.87 -1.85
H -2.83 -3.66 -0.87
H -2.20 -3.73 -2.52
H -4.02 -5.67 -2.81
H -4.02 -5.68 -1.06
H -2.51 -6.02 -1.88
H -2.99 -0.55 -2.89
H -2.12 -1.40 -1.65
H -3.16 0.01 -1.22
O -0.31 4.32 -1.86
S -1.60 4.47 -1.28
O -1.82 4.46 0.12
O -2.21 5.84 -1.85
C -3.31 6.40 -1.11
C -3.86 7.53 -1.95
C -2.66 3.30 -2.07
H -2.94 6.72 -0.14
H -4.07 5.63 -0.90
H -3.10 8.30 -2.07
H -4.76 7.96 -1.52
H -4.09 7.16 -2.95
H -2.13 2.35 -2.01
H -2.86 3.62 -3.09
H -3.56 3.22 -1.47
*
```


The following total energy values (in Ha) correspond, in order, to the records above: -618.29003 -5002.26259 -815.37591 -1778.52397 -2974.31620 -499.02025 -2682.66117 -3428.97525.
The following M values (in g mol⁻¹) correspond, in order, to the records above: 200.28 595.44 103.00 239.12 829.34 88.09 861.53 692.76.
The following F_max values (in hartree/bohr) correspond, in order, to the records above: 0.036 0.095 0.087 0.088 0.016 0.063 0.040 0.033.